1.
Entry from the OMol25 dataset: a cluster of 3 separate species, C37H74BNO10P2Si in total in a non-equilibrium geometry (ωB97M-V/def2-TZVPD).

Computed properties:
HOMO: -9.39 eV
Structure (SMILES): [H]/N=C/CB(CCCCCCCC[Si](C)(C)c1ccccc1)CCCCCOC(C)=O.CCOP(=O)(OCC)OCC.CCOP(=O)(OCC)OCC
Kohn-Sham gap: 9.84 eV

The geometry in ORCA input format:
```
! RIJCOSX wB97M-V def2-TZVPD def2/J DEFGRID3
* xyz 0 1
H 2.51 -4.90 -3.76
N 2.33 -3.90 -3.70
C 1.54 -3.56 -4.64
C 1.10 -2.14 -4.77
B -0.17 -1.74 -3.90
C -0.85 -2.74 -2.90
C -1.51 -2.10 -1.66
C -2.99 -1.79 -1.84
C -3.57 -0.94 -0.70
C -5.07 -1.09 -0.48
C -5.46 -2.20 0.51
C -5.48 -3.62 -0.06
C -6.69 -3.93 -0.99
Si -6.36 -4.23 -2.82
C -8.01 -4.80 -3.55
C -5.84 -2.72 -3.82
C -5.11 -5.61 -3.17
C -5.49 -6.67 -4.00
C -4.61 -7.69 -4.31
C -3.33 -7.73 -3.78
C -2.94 -6.69 -2.95
C -3.81 -5.66 -2.67
C -0.69 -0.26 -4.11
C 0.10 0.77 -3.24
C -0.86 1.80 -2.62
C -0.34 2.48 -1.35
C -0.38 1.49 -0.21
O 0.37 1.96 0.93
C 0.34 1.00 1.91
C 1.23 -0.21 1.73
O -0.38 1.12 2.86
H 1.18 -4.29 -5.37
H 1.93 -1.45 -4.60
H 0.79 -1.98 -5.82
H -0.05 -3.40 -2.55
H -1.54 -3.38 -3.47
H -1.00 -1.17 -1.39
H -1.41 -2.80 -0.83
H -3.54 -2.72 -1.98
H -3.11 -1.25 -2.79
H -3.38 0.10 -0.98
H -2.99 -1.14 0.20
H -5.42 -0.15 -0.04
H -5.64 -1.21 -1.40
H -4.68 -2.20 1.28
H -6.39 -1.98 1.04
H -4.50 -3.83 -0.50
H -5.56 -4.29 0.80
H -7.19 -4.82 -0.62
H -7.39 -3.09 -0.88
H -8.28 -5.73 -3.05
H -8.79 -4.07 -3.36
H -7.89 -5.01 -4.61
H -4.77 -2.63 -3.94
H -6.29 -1.78 -3.49
H -6.22 -2.89 -4.83
H -6.47 -6.72 -4.46
H -4.92 -8.48 -4.98
H -2.64 -8.53 -4.00
H -1.94 -6.70 -2.52
H -3.43 -4.86 -2.04
H -1.76 -0.16 -4.00
H -0.47 -0.01 -5.16
H 0.70 0.26 -2.48
H 0.79 1.32 -3.88
H -1.79 1.29 -2.36
H -1.10 2.53 -3.40
H 0.65 2.93 -1.47
H -1.04 3.28 -1.11
H -1.41 1.30 0.12
H 0.06 0.54 -0.54
H 1.87 -0.35 2.60
H 1.85 -0.08 0.84
H 0.61 -1.08 1.54
C 5.32 -2.68 8.08
C 4.43 -2.44 6.88
O 3.16 -1.87 7.25
P 3.09 -0.32 7.66
O 3.40 0.51 6.49
O 1.48 -0.18 7.84
C 0.74 0.84 7.16
C 0.13 0.32 5.88
O 3.34 -0.51 9.24
C 3.61 0.65 10.06
C 2.40 1.54 10.25
H 5.65 -1.74 8.53
H 6.21 -3.24 7.78
H 4.80 -3.25 8.85
H 4.92 -1.81 6.15
H 4.20 -3.39 6.40
H 1.37 1.71 6.97
H -0.04 1.17 7.85
H 0.86 -0.20 5.27
H -0.29 1.14 5.29
H -0.67 -0.39 6.10
H 4.44 1.22 9.63
H 3.94 0.26 11.02
H 2.16 2.08 9.33
H 2.59 2.27 11.03
H 1.52 0.95 10.51
C 5.98 3.87 -3.55
C 6.55 5.27 -3.70
O 5.56 6.29 -3.50
P 5.05 6.62 -2.02
O 6.15 7.21 -1.24
O 4.08 7.88 -2.35
C 4.22 9.13 -1.67
C 5.06 10.10 -2.47
O 3.83 5.57 -1.97
C 3.17 5.30 -0.71
C 2.34 6.46 -0.21
H 5.69 3.68 -2.52
H 6.73 3.13 -3.84
H 5.09 3.75 -4.17
H 7.38 5.43 -3.02
H 6.92 5.41 -4.72
H 4.64 8.98 -0.67
H 3.21 9.53 -1.53
H 5.99 9.64 -2.80
H 5.30 10.99 -1.87
H 4.52 10.42 -3.36
H 3.92 5.01 0.04
H 2.53 4.43 -0.88
H 2.97 7.27 0.15
H 1.70 6.14 0.62
H 1.71 6.86 -1.01
*
```



2.
Entry from the OMol25 dataset: a cluster of 10 separate species, H20O10 in total in a non-equilibrium geometry (ωB97M-V/def2-TZVPD).

Computed properties:
HOMO: -9.88 eV
Structure (SMILES): O.O.O.O.O.O.O.O.O.O
Kohn-Sham gap: 9.61 eV

The geometry in ORCA input format:
```
! RIJCOSX wB97M-V def2-TZVPD def2/J DEFGRID3
* xyz 0 1
O -2.31 -1.42 -2.05
H -1.46 -0.92 -2.50
H -1.98 -1.89 -1.31
O 2.34 -0.14 -0.75
H 2.11 -1.05 -1.18
H 1.53 0.29 -0.75
O -2.10 0.16 1.56
H -2.08 1.01 1.71
H -2.72 0.09 0.97
O -0.01 -0.40 -3.22
H -0.08 -1.23 -3.51
H 0.25 -0.40 -2.33
O 0.48 2.86 -0.79
H 1.38 2.57 -0.92
H -0.10 2.78 -1.67
O 1.37 -1.84 1.57
H 1.79 -1.04 1.01
H 2.15 -2.04 2.21
O 0.25 4.20 1.42
H 0.58 5.14 1.70
H 0.26 3.86 0.51
O -0.84 -2.69 0.13
H -0.79 -3.60 -0.52
H 0.01 -2.61 0.57
O 0.01 -1.03 3.41
H -0.50 -1.00 2.65
H 0.84 -1.19 2.81
O 0.15 0.28 -0.28
H 0.25 1.27 -0.52
H -0.78 -0.02 0.05
*
```



3.
Entry from the OMol25 dataset: a cluster of 2 separate species, NO5S in total in a non-equilibrium geometry (ωB97M-V/def2-TZVPD).

Computed properties:
HOMO (spin up / spin down): -2.84 / -4.78 eV
Kohn-Sham gap (spin up / spin down): 5.60 / 4.87 eV

The geometry in ORCA input format:
```
! RIJCOSX wB97M-V def2-TZVPD def2/J DEFGRID3
* xyz -1 3
N -0.25 -1.43 1.19
O -0.96 1.70 -0.22
O -0.47 -2.53 1.71
O 0.42 1.29 -2.11
O 1.42 1.27 0.13
O -0.39 -1.35 -0.03
S 0.24 1.05 -0.68
*
```



4.
Entry from the OMol25 dataset: a structure of composition C3H8BeCl2Se3Te2 (ωB97M-V/def2-TZVPD).

Computed properties:
HOMO: -7.19 eV
Kohn-Sham gap: 7.02 eV

The geometry in ORCA input format:
```
! RIJCOSX wB97M-V def2-TZVPD def2/J DEFGRID3
* xyz 0 1
Be 0.40 -0.06 -0.91
Se -0.38 -1.91 -1.54
Se -2.62 -1.23 -1.37
Te -2.45 1.05 -2.37
Se -0.52 1.82 -0.94
C 3.48 1.53 -1.08
Te 2.66 -0.18 -0.11
C 3.41 -1.57 -1.53
H 4.54 1.59 -0.87
H 2.97 2.41 -0.67
H 3.29 1.46 -2.15
H 3.33 -1.16 -2.53
H 2.80 -2.47 -1.45
H 4.44 -1.81 -1.29
Cl 0.56 0.06 2.34
C -0.02 0.04 4.02
Cl 1.33 0.01 5.17
H -0.60 -0.86 4.16
H -0.60 0.93 4.19
*
```



5.
Entry from the OMol25 dataset: an isolated molecule of C4H4O2 in a non-equilibrium geometry (ωB97M-V/def2-TZVPD).

Computed properties:
HOMO (spin up / spin down): -8.91 / -8.91 eV
Structure (SMILES): C[C@]12O[C@H]1C2=O
Kohn-Sham gap (spin up / spin down): 9.17 / 9.16 eV

The geometry in ORCA input format:
```
! RIJCOSX wB97M-V def2-TZVPD def2/J DEFGRID3
* xyz 0 1
C -0.19 0.58 -1.26
C -0.34 0.20 0.15
O -0.06 1.10 1.19
C 0.58 -0.12 1.42
C -0.39 -1.00 0.91
O -0.69 -2.63 0.77
H -1.17 0.91 -1.63
H 0.13 -0.27 -1.86
H 0.50 1.41 -1.34
H 1.63 -0.17 1.64
*
```



6.
Entry from the OMol25 dataset: a structure of composition CCl3N2O9Zr in a non-equilibrium geometry (ωB97M-V/def2-TZVPD).

Computed properties:
HOMO: 4.06 eV
Kohn-Sham gap: 3.70 eV

The geometry in ORCA input format:
```
! RIJCOSX wB97M-V def2-TZVPD def2/J DEFGRID3
* xyz -3 1
Zr -5.17 -3.50 -11.64
C -5.12 -2.39 -8.65
O -5.21 -2.33 -9.89
O -5.91 -1.76 -7.94
O -5.43 -3.51 -8.21
Cl -3.90 -5.49 -10.45
Cl -3.23 -2.21 -12.42
Cl -5.99 -4.66 -13.78
N -6.46 -0.73 -13.43
O -6.40 -1.55 -12.62
O -6.25 -1.23 -14.58
O -6.16 0.41 -13.19
N -7.33 -5.13 -9.88
O -7.20 -6.29 -10.20
O -7.79 -4.58 -8.92
O -6.97 -4.36 -10.68
*
```



7.
Entry from the OMol25 dataset: a cluster of 19 separate species, C34H42Cl56N3O2S3 in total in a non-equilibrium geometry (ωB97M-V/def2-TZVPD).

Computed properties:
HOMO: -3.33 eV
Kohn-Sham gap: 4.59 eV

The geometry in ORCA input format:
```
! RIJCOSX wB97M-V def2-TZVPD def2/J DEFGRID3
* xyz -1 1
C -1.22 0.22 -4.69
C -0.58 -1.21 -4.26
Cl -1.93 -2.46 -4.51
C -0.22 -1.09 -2.71
Cl -0.59 -2.77 -1.93
C 1.29 -0.78 -2.35
C 1.19 0.42 -1.23
C 2.45 0.21 -0.24
C 1.90 -0.76 0.93
S 3.18 -1.90 1.65
C 3.68 -3.19 0.43
S 5.16 -2.94 -0.37
N 2.94 -4.42 0.11
C 3.62 -5.61 0.73
C 2.92 -6.93 0.11
O 1.57 -6.95 0.61
C 0.86 -5.77 0.11
C 1.57 -4.43 0.70
C 2.14 -0.14 -3.54
C 3.14 -1.27 -4.09
S 2.89 -1.75 -5.87
C 2.76 -3.60 -5.79
N 1.89 -4.49 -6.48
N 2.26 -5.72 -5.97
C 3.29 -5.61 -5.01
O 3.63 -4.24 -4.89
H -0.80 1.01 -3.96
H -2.35 0.22 -4.55
H -0.90 0.56 -5.73
H 0.27 -1.54 -4.94
H -1.00 -0.39 -2.21
H 1.21 1.41 -1.80
H 0.24 0.31 -0.62
H 2.76 1.24 0.17
H 3.27 -0.28 -0.87
H 1.47 -0.09 1.75
H 1.06 -1.37 0.43
H 4.75 -5.60 0.56
H 3.45 -5.64 1.87
H 2.89 -6.77 -1.04
H 3.51 -7.88 0.34
H -0.25 -5.83 0.38
H 0.91 -5.79 -1.04
H 1.61 -4.53 1.85
H 1.00 -3.49 0.43
H 1.55 0.42 -4.34
H 2.82 0.66 -3.05
H 3.02 -2.21 -3.43
H 4.23 -0.89 -4.01
H 3.79 -6.42 -4.39
C -2.93 -3.22 -8.00
Cl -1.98 -4.65 -7.59
Cl -1.92 -2.03 -8.85
Cl -4.33 -3.66 -8.99
H -3.28 -2.76 -7.08
C 3.98 6.22 1.46
Cl 3.64 5.28 0.00
Cl 3.42 7.89 1.27
Cl 3.24 5.47 2.88
H 5.06 6.24 1.61
C 1.72 7.03 -3.40
Cl 2.27 5.38 -3.12
Cl 0.60 7.52 -2.11
Cl 3.10 8.13 -3.48
H 1.19 7.07 -4.34
C -0.74 -2.98 3.71
Cl -0.30 -1.70 4.85
Cl -0.88 -2.34 2.07
Cl 0.44 -4.30 3.76
H -1.71 -3.38 4.01
C -0.03 -7.88 6.22
Cl 1.48 -6.98 6.41
Cl -0.77 -8.20 7.79
Cl -1.16 -6.99 5.18
H 0.19 -8.83 5.74
C -3.81 0.03 3.70
Cl -3.82 -1.64 4.30
Cl -2.48 0.94 4.42
Cl -3.71 0.06 1.94
H -4.75 0.50 4.00
C 0.19 11.06 -4.34
Cl -0.21 11.22 -2.62
Cl 1.76 11.79 -4.69
Cl 0.18 9.35 -4.78
H -0.57 11.59 -4.92
C 5.27 -4.08 3.87
Cl 5.85 -5.55 3.08
Cl 4.43 -4.48 5.38
Cl 6.61 -2.96 4.18
H 4.56 -3.59 3.21
C 2.68 11.35 1.35
Cl 2.23 10.62 -0.20
Cl 2.19 13.05 1.41
Cl 1.97 10.44 2.68
H 3.77 11.30 1.44
C 8.49 -7.27 5.02
Cl 9.08 -8.74 4.23
Cl 7.65 -7.67 6.53
Cl 9.83 -6.15 5.33
H 7.79 -6.77 4.36
C -5.26 -0.06 -1.70
Cl -6.29 0.80 -0.53
Cl -5.85 0.20 -3.35
Cl -3.58 0.47 -1.55
H -5.31 -1.12 -1.48
C -5.40 3.84 5.97
Cl -5.65 3.94 7.72
Cl -3.80 4.48 5.55
Cl -5.62 2.17 5.41
H -6.15 4.46 5.47
C -7.95 7.37 5.99
Cl -8.23 7.48 7.73
Cl -6.34 7.99 5.58
Cl -8.12 5.70 5.43
H -8.69 7.98 5.48
C -1.16 7.12 5.00
Cl -0.15 5.74 5.45
Cl -0.18 8.40 4.27
Cl -2.45 6.62 3.90
H -1.62 7.52 5.90
C -8.82 5.28 1.65
Cl -8.08 3.88 0.87
Cl -9.75 4.79 3.07
Cl -7.58 6.47 2.10
H -9.50 5.75 0.94
C 6.51 -9.99 1.45
Cl 5.82 -10.67 -0.03
Cl 6.23 -8.24 1.51
Cl 5.84 -10.78 2.88
H 7.59 -10.16 1.43
C -10.24 0.37 0.20
Cl -9.98 1.66 1.39
Cl -10.31 1.04 -1.44
Cl -8.96 -0.85 0.32
H -11.19 -0.11 0.42
C -0.69 1.77 -9.03
Cl -2.16 2.01 -8.07
Cl -0.80 2.64 -10.56
Cl 0.74 2.28 -8.12
H -0.60 0.71 -9.24
*
```



8.
Entry from the OMol25 dataset: a structure of composition C39H30BrCsF6N6O8S2 in a non-equilibrium geometry (ωB97M-V/def2-TZVPD).

Computed properties:
HOMO: -8.28 eV
Kohn-Sham gap: 7.94 eV

The geometry in ORCA input format:
```
! RIJCOSX wB97M-V def2-TZVPD def2/J DEFGRID3
* xyz 0 1
Cs -0.91 1.00 -1.13
C -1.70 4.62 2.83
O -2.99 4.10 2.46
C -2.77 3.24 1.43
N -1.60 3.11 0.98
C -0.74 4.04 1.75
C 0.46 3.42 2.43
C 1.63 4.16 2.58
C 2.69 3.66 3.33
C 2.58 2.41 3.94
C 1.42 1.67 3.78
C 0.36 2.17 3.03
C -4.01 2.57 0.93
C -5.23 3.20 1.13
C -6.38 2.56 0.68
C -6.26 1.34 0.05
C -4.99 0.80 -0.11
N -3.87 1.40 0.32
C -4.83 -0.50 -0.82
N -3.76 -1.01 -1.24
C -4.13 -2.22 -2.00
C -5.62 -2.41 -1.67
O -6.00 -1.15 -1.07
C -3.24 -3.41 -1.69
C -3.71 -4.71 -1.83
C -2.87 -5.80 -1.60
C -1.55 -5.59 -1.25
C -1.06 -4.29 -1.12
C -1.91 -3.21 -1.34
H -1.45 4.25 3.82
H -1.74 5.70 2.84
H -0.40 4.82 1.07
H 1.71 5.13 2.11
H 3.59 4.24 3.45
H 3.40 2.02 4.52
H 1.34 0.69 4.24
H -0.54 1.58 2.91
H -5.28 4.15 1.64
H -7.35 3.02 0.81
H -7.12 0.80 -0.31
H -4.00 -1.98 -3.06
H -5.77 -3.20 -0.94
H -6.25 -2.59 -2.54
H -4.74 -4.89 -2.13
H -3.26 -6.81 -1.71
H -0.89 -6.44 -1.08
H -0.02 -4.12 -0.86
H -1.54 -2.21 -1.23
C -2.22 -2.39 1.73
O -1.06 -1.63 1.42
C 0.15 -2.21 1.62
C 0.36 -3.49 2.09
C 1.67 -3.95 2.25
Br 1.94 -5.70 2.91
C 2.75 -3.16 1.93
C 2.54 -1.87 1.44
C 1.24 -1.38 1.30
O 0.93 -0.16 0.84
C 3.65 -0.98 1.08
N 3.51 0.30 0.88
C 4.77 0.78 0.54
C 5.18 2.07 0.22
C 6.52 2.27 -0.07
C 7.43 1.20 -0.04
C 7.04 -0.08 0.27
C 5.69 -0.27 0.56
N 4.94 -1.38 0.92
H -2.26 -2.63 2.79
H -2.26 -3.31 1.14
H -3.06 -1.76 1.47
H -0.47 -4.13 2.35
H 3.75 -3.54 2.08
H 1.78 0.36 0.75
H 4.46 2.89 0.19
H 6.87 3.26 -0.32
H 8.47 1.39 -0.29
H 7.74 -0.91 0.27
H 5.28 -2.33 0.95
F 1.59 3.71 -3.89
C 0.75 3.07 -4.68
F 1.26 2.95 -5.90
F -0.39 3.78 -4.75
S 0.31 1.38 -3.98
O -1.12 1.34 -4.04
O 0.84 1.39 -2.63
N 0.97 0.30 -4.91
S 2.56 0.09 -4.72
O 3.24 1.29 -4.31
O 3.10 -0.68 -5.79
C 2.68 -1.08 -3.26
F 3.09 -0.44 -2.17
F 3.58 -2.03 -3.56
F 1.50 -1.66 -3.01
*
```



9.
Entry from the OMol25 dataset: a cluster of 5 separate species, C5H18O5 in total in a non-equilibrium geometry (ωB97M-V/def2-TZVPD).

Computed properties:
HOMO: 1.69 eV
Kohn-Sham gap: 3.27 eV

The geometry in ORCA input format:
```
! RIJCOSX wB97M-V def2-TZVPD def2/J DEFGRID3
* xyz -2 1
C 0.34 -0.83 0.43
O -0.46 -1.97 0.76
H -0.27 -0.14 -0.15
H 0.72 -0.41 1.35
H 1.15 -1.08 -0.25
C 0.34 1.85 3.64
O 0.05 0.70 4.33
H -0.51 2.14 3.01
H 0.54 2.71 4.28
H 1.24 1.74 3.04
C -1.19 0.56 -3.41
O -2.32 -0.28 -3.17
H -1.50 1.59 -3.59
H -0.40 0.46 -2.67
H -0.84 0.25 -4.39
H -2.85 -0.16 -3.96
C -2.86 1.52 0.79
O -3.37 0.53 -0.15
H -1.93 1.25 1.30
H -2.72 2.46 0.26
H -3.57 1.79 1.58
H -4.20 0.88 -0.48
C 4.24 -2.41 -0.70
O 3.29 -3.05 0.13
H 4.83 -1.62 -0.22
H 4.89 -3.12 -1.20
H 3.69 -2.07 -1.57
H 3.68 -3.28 0.98
*
```



no.,E_tot (a.u.)
1,-3258.57993
2,-764.23279
3,-829.02976
4,-8794.64657
5,-305.04487
6,-2252.15520
7,-28600.45848
8,-6424.41647
9,-577.20525